No. 1
Formula: C6H10
Source: OMol25
Level of theory: ωB97M-V/def2-TZVPD

* gap between HOMO and LUMO: 10.60 eV
* maximum force: 0.23 eV/A
* HOMO energy: -9.38 eV
* SMILES string: C=CCCC=C
* calculated total energy: -234.56167 Ha
* lowest unoccupied orbital energy: 1.22 eV

Geometry (Å):
C: -0.61907 -2.03856 -0.00253
C: -1.15570 -0.90715 -0.44481
H: -0.58394 -2.93629 -0.61329
C: 1.27196 0.94800 -0.33395
H: -0.23248 2.34736 0.24530
H: -2.15643 0.84059 0.29592
H: -1.57394 -0.87284 -1.45247
C: 1.85850 0.16572 0.56670
H: -0.17087 -2.10287 0.98698
C: -0.17020 1.39968 -0.30589
H: 1.85948 1.27686 -1.19057
H: -0.90796 0.21236 1.36512
H: -0.49024 1.63074 -1.33022
H: 2.89753 -0.13822 0.46753
H: 1.32818 -0.21680 1.43475
C: -1.15482 0.39142 0.31142

No. 2
Formula: C6H10
Source: OMol25
Level of theory: ωB97M-V/def2-TZVPD

* gap between HOMO and LUMO (alpha / beta): 7.47 / 7.43 eV
* maximum force: 0.31 eV/A
* HOMO energy (alpha / beta): -8.26 / -8.22 eV
* calculated total energy: -234.45808 Ha
* lowest unoccupied orbital energy (alpha / beta): -0.80 / -0.79 eV

Geometry (Å):
H: -0.09364 -0.49436 -1.84472
H: -1.10864 3.06653 0.18393
H: -0.27289 1.85605 -1.64790
H: -1.27232 -0.73201 -0.53018
H: 0.37836 -0.35387 1.15658
H: 1.63676 -2.24580 -0.93491
C: -0.36367 -0.19361 -0.82439
H: 1.62534 0.09684 -0.00586
H: -1.62211 2.00652 2.27223
H: 0.37444 -2.70679 0.22332
C: -1.52102 1.26931 1.44812
C: -0.60995 1.28165 -0.78245
C: 0.76688 -0.56922 0.15466
C: -1.10934 1.97717 0.27830
C: 1.21229 -2.02178 0.05077
H: 1.97952 -2.23662 0.80250

No. 3
Formula: C6H10
Source: OMol25
Level of theory: ωB97M-V/def2-TZVPD

* gap between HOMO and LUMO: 10.31 eV
* maximum force: 0.91 eV/A
* HOMO energy: -9.11 eV
* SMILES string: C=CCC.C#C
* calculated total energy: -234.48262 Ha
* lowest unoccupied orbital energy: 1.20 eV

Geometry (Å):
H: -0.44571 -1.19780 -0.36692
H: 1.46042 0.21492 0.95005
C: 1.42894 -0.29206 -0.02258
H: -2.16119 1.81894 0.64687
H: 0.11264 2.12555 0.23685
H: 0.41268 -2.01534 0.98279
H: 2.45914 -0.55472 -0.29094
C: 0.52590 -1.54021 0.00103
C: 0.75135 0.58321 -1.04241
C: 0.03078 1.65541 -0.73768
C: -1.93436 0.81633 0.89832
H: -0.66714 2.10138 -1.44045
C: -1.79757 -0.30783 1.28892
H: 0.70510 0.17749 -2.05370
H: -1.75500 -1.29546 1.65974
H: 0.87402 -2.28981 -0.70990

Energy relative to the best compared isomer or geometry (same formula, charge and spin) / kcal/mol: 25.63 90.63 75.23